ORCA calculation (ωB97M-V/def2-TZVPD) on one molecule with the formula C17H19FN2O3S2 at a distorted geometry.

As for the highest occupied orbital energy: -9.06 eV. The calculation puts the HOMO-LUMO gap at 9.55 eV. For the LUMO energy, the calculation gives 0.5 eV. The SMILES is O=C(NCc1cccs1)C1CCN(S(=O)(=O)c2ccccc2F)CC1. As for the electronic energy: -51448.043 eV.

ORCA input file:
```
! wB97M-V def2-TZVPD RIJCOSX def2/J DEFGRID3
* xyz 0 1
O 1.925 3.486 0.782
C 1.067 2.774 0.307
N 1.318 1.890 -0.685
C 2.662 1.608 -1.132
C 3.150 0.288 -0.626
C 3.909 -0.641 -1.266
C 4.217 -1.758 -0.454
C 3.679 -1.661 0.786
S 2.789 -0.204 0.998
C -0.380 2.807 0.793
C -0.718 1.499 1.532
C -2.222 1.250 1.468
N -2.650 1.025 0.107
S -2.992 -0.540 -0.293
O -3.975 -1.010 0.635
O -3.273 -0.581 -1.693
C -1.515 -1.548 0.033
C -1.540 -2.402 1.122
C -0.477 -3.252 1.376
C 0.615 -3.268 0.523
C 0.655 -2.424 -0.573
C -0.411 -1.571 -0.799
F -0.335 -0.725 -1.847
C -2.062 1.866 -0.923
C -1.398 3.105 -0.327
H 0.581 1.304 -1.041
H 2.708 1.623 -2.225
H 3.287 2.417 -0.735
H 4.245 -0.532 -2.282
H 4.810 -2.591 -0.786
H 3.748 -2.353 1.602
H -0.421 3.634 1.509
H -0.198 0.652 1.077
H -0.388 1.563 2.568
H -2.764 2.108 1.880
H -2.509 0.364 2.035
H -2.419 -2.391 1.746
H -0.507 -3.909 2.230
H 1.440 -3.938 0.706
H 1.493 -2.416 -1.251
H -2.868 2.172 -1.597
H -1.358 1.288 -1.527
H -2.184 3.742 0.081
H -0.913 3.661 -1.130
*
```